(1)
2 unconnected molecules or ions with the total composition C3H3N2. Source: OMol25; level of theory: ωB97M-V with the def2-TZVPD basis set.

Summary:
Frontier orbital gap (alpha / beta): 10.736 / 6.794 eV
Strongest force on any atom: 5.4 eV/A
Charge: +1
Energy above the lowest of the compared OMol25 structures with the same formula, charge and spin: 104.3 kcal per mole
Multiplicity: 1

Last column: Mulliken charge in e.
Element x y z (Å)
N (-0.85, 0.20, 0.50)  -0.02
N (1.71, 0.00, -0.97)  -0.15
C (-0.05, -0.87, 0.63)  -0.16
C (-1.65, 1.07, 0.28)  0.11
C (2.58, 0.32, -1.61)  0.14
H (-0.41, -1.78, 0.02)  0.33
H (0.75, -0.84, 1.33)  0.33
H (-2.08, 1.90, -0.18)  0.42


(2)
A gas-phase ion, C3H3N2O (charge +1). Source: OMol25; level of theory: ωB97M-V with the def2-TZVPD basis set.

Summary:
Frontier orbital gap: 8.547 eV
Strongest force on any atom: 2.8 eV/A
Charge: +1
Energy above the lowest of the compared OMol25 structures with the same formula, charge and spin: 111.0 kcal per mole
Structure (SMILES): N#CCC=[N+]=O
Multiplicity: 1

Last column: Mulliken charge in e.
Element x y z (Å)
O (0.12, 2.30, -1.41)  -0.20
N (0.73, -0.47, 2.40)  -0.21
N (0.28, 1.22, -1.07)  0.60
C (0.46, 0.07, -0.75)  -0.06
C (-0.57, -0.55, 0.19)  -0.44
C (0.13, -0.47, 1.42)  0.23
H (-0.99, -1.47, -0.21)  0.33
H (-1.49, -0.09, 0.17)  0.33
H (1.33, -0.53, -0.74)  0.43


(3)
2 unconnected molecules or ions with the total composition C3H3N2O2. Source: OMol25; level of theory: ωB97M-V with the def2-TZVPD basis set.

Summary:
Frontier orbital gap (alpha / beta): 7.502 / 7.499 eV
Strongest force on any atom: 4.9 eV/A
Charge: -1
Energy above the lowest of the compared OMol25 structures with the same formula, charge and spin: 111.8 kcal per mole
Multiplicity: 1

Last column: Mulliken charge in e.
Element x y z (Å)
O (2.18, 1.13, 2.58)  -0.73
O (-0.87, 1.39, -1.98)  -0.73
N (0.45, 1.44, -0.05)  0.02
N (-0.37, -0.46, -0.67)  -0.01
C (-0.33, 0.86, -1.01)  0.20
C (0.86, 0.51, 0.87)  -0.11
C (0.37, -0.68, 0.51)  -0.41
H (0.69, 2.42, 0.00)  0.18
H (-0.90, -1.15, -1.19)  0.17
H (0.45, -1.65, 0.94)  0.43


(4)
2 unconnected molecules or ions with the total composition C3H3N2O2. Source: OMol25; level of theory: ωB97M-V with the def2-TZVPD basis set.

Summary:
Frontier orbital gap (alpha / beta): 7.742 / 7.832 eV
Strongest force on any atom: 4.0 eV/A
Charge: -1
Energy above the lowest of the compared OMol25 structures with the same formula, charge and spin: 190.3 kcal per mole
Multiplicity: 1

Last column: Mulliken charge in e.
Element x y z (Å)
O (3.31, 0.05, -0.51)  -0.74
O (2.25, 0.35, 1.37)  -0.73
N (1.26, 0.22, -0.60)  -0.61
N (2.24, 0.18, 0.15)  1.14
C (-2.43, -0.92, -0.92)  -0.05
C (-0.78, 0.41, 0.56)  -1.22
C (-1.54, -0.41, -0.31)  0.05
H (-3.29, -1.34, -1.43)  0.36
H (-0.97, 1.39, 0.48)  0.32
H (-0.07, 0.07, 1.22)  0.47


(5)
A gas-phase ion, C3H3N2O2 (charge -1). Source: OMol25; level of theory: ωB97M-V with the def2-TZVPD basis set.

Summary:
Frontier orbital gap: 7.183 eV
Strongest force on any atom: 5.4 eV/A
Charge: -1
Energy above the lowest of the compared OMol25 structures with the same formula, charge and spin: 37.4 kcal per mole
Structure (SMILES): [H]/N=C(\[O-])NC=C=O
Multiplicity: 1

Last column: Mulliken charge in e.
Element x y z (Å)
O (0.19, -1.88, -2.09)  -0.49
O (-0.80, 1.92, 1.29)  -0.69
N (0.15, -0.03, 0.96)  -0.25
N (-0.35, 1.27, -0.89)  -0.79
C (0.65, -1.05, 0.16)  -0.37
C (-0.39, 1.21, 0.44)  0.43
C (0.30, -1.34, -1.03)  0.59
H (-0.12, -0.25, 1.91)  0.19
H (1.46, -1.81, 0.38)  0.23
H (-1.08, 1.95, -1.13)  0.16


(6)
A single C3H3N2OP molecule. Source: OMol25; level of theory: ωB97M-V with the def2-TZVPD basis set.

Summary:
Frontier orbital gap: 11.932 eV
Strongest force on any atom: 2.9 eV/A
Energy above the lowest of the compared OMol25 structures with the same formula, charge and spin: 8.5 kcal per mole
Structure (SMILES): CP(=O)(C#N)C#N
Multiplicity: 1

Last column: Mulliken charge in e.
Element x y z (Å)
P (0.65, 0.08, 0.06)  0.72
O (1.96, 0.54, -0.39)  -0.57
N (-0.96, 2.07, 1.68)  -0.34
N (1.16, -2.06, 2.00)  -0.32
C (-0.69, -0.18, -1.24)  -0.89
C (0.87, -1.31, 1.15)  0.25
C (-0.26, 1.21, 1.29)  0.16
H (-1.68, 0.01, -0.89)  0.38
H (-0.63, -1.12, -1.87)  0.33
H (-0.41, 0.76, -1.78)  0.28


(7)
A gas-phase ion, C3H3N2S (charge +1). Source: OMol25; level of theory: ωB97M-V with the def2-TZVPD basis set.

Summary:
Frontier orbital gap: 6.901 eV
Strongest force on any atom: 3.1 eV/A
Charge: +1
Energy above the lowest of the compared OMol25 structures with the same formula, charge and spin: 0.0 kcal per mole
Structure (SMILES): S=C1C=NC=[NH+]1
Multiplicity: 1

Last column: Mulliken charge in e.
Element x y z (Å)
S (2.59, 0.19, 0.00)  0.00
N (-1.10, -0.94, 0.00)  -0.38
N (0.00, 0.98, 0.00)  0.05
C (0.17, -1.24, 0.00)  0.09
C (0.96, -0.02, 0.00)  0.16
C (-1.20, 0.39, 0.00)  0.01
H (-2.14, 0.91, 0.00)  0.39
H (0.19, 1.98, 0.00)  0.25
H (0.54, -2.25, 0.00)  0.43


(8)
A single C3H3N3 molecule. Source: OMol25; level of theory: ωB97M-V with the def2-TZVPD basis set.

Summary:
Frontier orbital gap: 9.778 eV
Strongest force on any atom: 5.2 eV/A
Energy above the lowest of the compared OMol25 structures with the same formula, charge and spin: 38.9 kcal per mole
Structure (SMILES): N=C1N=CC=N1
Multiplicity: 1

Last column: Mulliken charge in e.
Element x y z (Å)
N (-2.19, -0.28, 0.07)  -0.55
N (0.03, -1.34, 0.03)  -0.41
N (-0.24, 1.10, -0.07)  -0.42
C (1.14, -0.74, 0.00)  0.02
C (-0.92, -0.29, -0.06)  0.48
C (0.93, 0.76, 0.04)  -0.10
H (-2.57, 0.70, -0.11)  0.32
H (1.75, 1.48, 0.30)  0.33
H (2.07, -1.38, -0.20)  0.33


(9)
A molecular structure, C3H3N3. Source: OMol25; level of theory: ωB97M-V with the def2-TZVPD basis set.

Summary:
Frontier orbital gap (alpha / beta): 8.575 / 8.575 eV
Strongest force on any atom: 6.7 eV/A
Energy above the lowest of the compared OMol25 structures with the same formula, charge and spin: 120.2 kcal per mole
Multiplicity: 1

Last column: Mulliken charge in e.
Element x y z (Å)
N (-0.93, 0.87, 0.63)  -0.74
N (2.11, 1.88, -0.77)  -0.37
N (-0.02, -1.95, 0.34)  -0.47
C (1.15, 1.29, -0.57)  0.12
C (-0.02, -0.73, 0.26)  0.13
C (-0.08, 0.57, -0.40)  0.58
H (-1.90, 0.56, 0.56)  0.26
H (-0.02, -2.35, 1.27)  0.30
H (-0.30, -0.12, -1.34)  0.18


(10)
2 unconnected molecules or ions with the total composition C3H3N3O. Source: OMol25; level of theory: ωB97M-V with the def2-TZVPD basis set.

Summary:
Frontier orbital gap: 10.099 eV
Strongest force on any atom: 1.8 eV/A
Energy above the lowest of the compared OMol25 structures with the same formula, charge and spin: 24.0 kcal per mole
Structure (SMILES): N=C=CC=O.N#N
Multiplicity: 1

Last column: Mulliken charge in e.
Element x y z (Å)
O (1.83, 0.90, -0.01)  -0.48
N (-0.98, -1.09, 1.68)  -0.49
N (0.61, -2.04, -1.02)  0.00
N (0.51, -1.24, -1.77)  0.00
C (-0.55, 0.76, 0.00)  -0.66
C (0.75, 1.43, -0.16)  0.03
C (-0.69, -0.27, 0.83)  0.60
H (-1.40, 1.02, -0.64)  0.34
H (-0.72, -2.06, 1.50)  0.31
H (0.70, 2.50, -0.46)  0.35